C36H63BF10N8O13S | ωB97M-V/def2-TZVPD

Geometry as XYZ:
```
132
Properties=species:S:1:pos:R:3:forces:R:3
S 0.6269 -5.0059 2.0382 -4.19 -4.37 1.34
F 1.3561 -0.4203 -1.0378 0.87 0.04 4.33
F -0.2769 1.1879 0.6086 3.95 -2.64 1.89
F -4.5268 -4.1110 0.9928 -0.38 1.20 -4.66
F 3.2161 -0.0510 0.3285 -4.06 -1.54 0.97
F -6.1076 -4.2784 -0.7887 4.29 1.52 1.13
F 1.8581 1.9490 0.7020 -1.77 -3.74 1.32
F 2.3019 0.8138 3.4650 -4.91 -0.19 -2.64
F 0.7064 2.4389 2.8784 0.90 -5.10 -0.43
F -4.6005 -2.4031 -0.7583 -0.29 -4.95 1.27
F -0.1533 0.3336 3.4509 4.48 1.49 -2.55
O -4.8076 4.0641 1.0538 0.34 -0.63 0.42
O -2.0357 -3.5300 -9.7627 -0.27 0.75 0.40
O -0.1183 -3.5377 1.8738 1.21 -0.28 -0.20
O -2.4270 -4.1486 -1.7862 -1.78 -1.85 3.15
O 4.0862 -3.8067 2.8456 -0.20 -4.36 -0.05
O -0.4446 0.2105 -6.2740 0.54 0.50 0.34
O -0.3679 8.3853 4.8306 0.40 -1.00 -0.20
O 0.9006 -5.0756 5.8311 1.54 2.75 0.46
O 0.2503 -2.6191 5.8202 3.79 -0.91 0.14
O -0.3665 -5.9044 2.8762 4.01 4.05 -2.88
O 4.9325 0.0302 5.1236 0.29 0.37 -0.62
O -2.6439 2.4714 -2.6997 -0.38 0.67 0.05
O 1.9681 -4.8076 2.9979 -0.75 1.91 -0.58
N -3.8832 4.4226 -2.8251 1.32 -0.72 0.62
N 4.7526 -4.3290 -0.5067 -1.06 0.75 1.43
N -3.1007 -1.6871 -8.8529 1.14 -0.65 -0.21
N -3.9491 2.0819 1.8860 -0.58 1.39 0.44
N 4.7387 -6.4752 3.1587 -2.99 11.25 0.01
N 0.8105 1.8533 -5.2326 0.10 -1.17 -1.15
N 0.5283 6.2570 4.9902 -0.42 0.92 -0.89
N 6.4085 1.1877 3.7671 -1.42 -0.56 0.13
C 2.0486 -2.2048 2.3991 0.81 2.06 -0.18
C 0.6074 6.3038 6.4354 -0.13 0.31 0.03
C 2.9430 -2.6898 0.0383 1.71 0.26 -0.21
C 4.3941 -5.2199 3.1402 1.98 -6.14 -1.24
C -1.7668 -0.6596 -2.1064 1.04 -4.03 9.06
C 1.7612 -0.4937 0.4238 1.39 -0.63 -4.42
C -1.6347 -1.2181 -0.7992 0.27 4.16 -8.75
C 1.0648 0.7091 1.1323 -1.14 6.20 -1.60
C -4.4837 3.3479 1.9933 0.27 -0.66 -0.52
C 2.6191 -3.5378 3.0528 0.57 0.47 4.74
C 3.2320 -4.2435 -0.1987 1.25 -0.79 -1.54
C 0.6127 0.8062 -6.1069 -0.14 0.70 0.70
C -0.3012 2.3153 -4.4277 -0.23 -0.32 -0.12
C -3.7383 1.5183 0.5688 -0.08 0.26 -0.18
C 5.1930 0.6187 4.0813 0.91 0.19 0.16
C -1.5428 -4.5747 -0.6500 0.73 -0.70 -0.04
C 0.9778 5.0635 4.3038 -0.08 0.14 0.25
C 6.6385 1.8687 2.5097 0.08 -0.05 0.17
C -2.8583 3.6280 -2.3579 -0.88 0.29 -0.49
C 2.0948 2.5077 -5.0920 -0.21 -0.04 0.04
C 1.6282 -2.1038 0.8131 1.88 0.45 0.81
C -0.0693 -3.7706 -0.6811 -0.13 -1.91 -1.67
C -1.1561 -1.8115 0.6369 -1.23 0.09 -0.51
C 2.6120 -3.1798 4.7038 0.30 1.11 -0.04
C 0.0281 7.3483 4.3127 0.07 -0.04 0.79
C -4.8034 3.8788 -3.8021 0.13 -0.32 0.01
C -2.9859 -0.4543 -8.1014 0.02 -0.11 -0.13
C -4.4066 -2.0997 -9.3235 0.16 -0.29 -0.14
C -3.5907 1.2957 3.0483 -0.04 0.03 -0.26
C 7.4917 1.1027 4.7243 -0.13 -0.17 0.27
C -3.7307 -4.7976 -1.4234 -0.30 0.01 -0.54
C 1.0019 0.9560 2.7305 -0.86 3.53 3.38
C -4.6900 -3.8557 -0.4851 -2.05 0.51 0.52
C 0.1965 -2.8044 0.5960 -2.70 0.20 -0.83
C -2.0082 -2.4790 -9.1341 -0.75 0.05 -0.10
C -4.0707 5.7849 -2.3706 -0.13 -0.10 -0.07
B 1.2440 -3.6904 5.4566 -2.12 -0.09 1.46
H 4.9936 -3.3968 -0.9210 0.17 -1.24 0.66
H 0.0053 3.1460 -3.7864 0.02 -0.22 -0.13
H 7.1803 1.5815 5.6576 0.20 -0.11 -0.02
H -2.5226 1.0643 3.0036 -0.08 -0.09 0.18
H 3.1613 -2.1820 -1.0221 -0.96 -0.98 2.38
H -4.3560 -5.0634 -2.3894 1.38 0.98 1.94
H -0.3960 6.4622 6.8418 0.18 0.00 0.14
H -3.3110 0.5146 0.6420 -0.08 0.22 0.02
H -0.6623 1.4870 -3.8108 -0.05 0.38 -0.01
H -1.0196 -1.0443 1.5077 -0.25 -0.96 -1.95
H 6.9210 2.9052 2.7150 0.00 -0.03 -0.22
H 0.8389 -1.8338 6.1029 -1.56 -1.54 -0.96
H 7.4513 1.3655 1.9782 -0.06 0.17 -0.13
H 8.3879 1.5961 4.3383 -0.24 -0.08 -0.01
H 2.8403 2.0606 -5.7554 -0.18 0.02 0.08
H -3.0595 2.1680 0.0082 -0.09 -0.28 -0.11
H -1.0656 -2.0744 -8.7310 -0.11 0.11 0.06
H 1.2375 -1.7623 3.1488 1.49 -1.35 -1.76
H -3.3410 0.3731 -8.7223 0.00 0.10 0.16
H 2.0331 4.8967 4.5382 -0.04 -0.19 -0.14
H 1.2231 -5.3147 6.7502 -0.66 0.51 -1.67
H 3.5526 -3.6087 5.2496 -1.64 0.58 -1.32
H 2.4311 2.4087 -4.0559 0.15 0.12 -0.09
H 4.4401 0.7401 3.2857 0.28 0.08 -0.06
H -4.6022 3.6802 3.0375 0.04 -0.10 0.03
H 1.9817 3.5667 -5.3412 0.21 -0.03 0.06
H -1.1095 2.6396 -5.0901 -0.04 -0.02 0.26
H 3.1082 -4.9933 0.6793 -0.39 1.47 -1.66
H 0.0000 -3.2308 -1.7453 -0.22 -0.71 2.68
H -2.1052 -2.4404 1.0144 2.44 1.07 -0.88
H 3.8895 -2.3758 0.7039 -2.32 -0.46 -1.40
H -1.4040 -5.7462 -0.8451 0.21 2.53 0.56
H 2.6813 -1.9938 4.8222 0.09 -2.51 -0.29
H -4.2414 3.5782 -4.6915 -0.22 -0.05 0.00
H 5.7410 1.8583 1.8853 0.09 -0.04 0.16
H -4.1679 0.3666 3.0389 0.13 -0.02 0.18
H 5.2368 -4.4445 0.4343 -0.60 0.55 -1.74
H -3.5818 -5.8159 -0.8442 -0.25 2.15 -1.02
H 0.8623 5.1638 3.2211 -0.02 0.05 0.20
H 0.0117 7.2084 3.2197 0.05 -0.12 0.02
H -4.3819 -2.1827 -10.4143 -0.20 -0.08 0.10
H -5.0597 5.8720 -1.9118 0.14 0.17 0.05
H -3.8016 1.8397 3.9730 0.01 -0.03 -0.19
H -4.6970 1.4735 0.0433 0.20 -0.08 -0.12
H -3.3092 6.0646 -1.6375 -0.13 -0.15 -0.11
H -5.1706 -1.3764 -9.0262 0.24 -0.08 0.00
H -1.9407 -0.2585 -3.2172 0.25 -1.14 3.20
H -4.0049 6.4572 -3.2308 -0.03 0.12 0.14
H 2.7645 -4.6224 -1.2311 0.52 0.72 2.67
H 1.2433 7.1441 6.7299 -0.11 -0.12 0.16
H -1.9493 -0.2650 -7.8097 -0.25 -0.13 -0.03
H 7.7082 0.0491 4.9242 0.11 0.16 0.12
H -2.0710 -4.5121 0.3924 0.92 0.23 -1.97
H 2.9518 -1.4194 2.4748 -1.76 -1.95 0.06
H -3.6038 -0.5292 -7.2019 0.10 0.21 0.03
H 0.3860 4.2116 4.6506 0.16 -0.06 -0.15
H 1.5210 0.5347 -6.6690 0.03 0.08 0.06
H -5.2912 2.9958 -3.3787 -0.04 0.06 -0.20
H -2.2180 4.1378 -1.6198 -0.10 0.10 -0.01
H 1.0218 5.3721 6.8299 -0.07 0.14 -0.18
H 0.6555 -4.6978 -0.8008 -1.05 2.30 0.68
H -5.5582 4.6207 -4.0765 0.21 -0.08 0.13
H -4.6434 -3.0808 -8.9011 -0.15 0.08 -0.16
```
Positions in Å, forces in eV/Å.

- frontier orbital gap (eV) = 7.51
- 2S+1 = 1
- highest occupied orbital energy (hartree) = -0.3244
- LUMO level (eV) = -1.32
- total energy (hartree) = -4246.7756

=====

C36H63BN9O4S | ωB97M-V/def2-TZVPD

Geometry as XYZ:
```
114
Properties=species:S:1:pos:R:3:forces:R:3
S 3.8234 -3.3662 -1.1939 0.07 -0.19 -0.13
O -0.2162 -0.1107 4.9525 0.05 0.03 -0.01
O 0.5927 -0.5830 0.8301 0.03 -0.21 0.00
O 4.5967 -3.1739 1.3682 -0.05 -0.10 0.12
O 2.8595 -1.0215 0.8117 0.81 0.05 -0.29
N 6.2112 -2.7855 -0.0735 0.02 0.13 -0.05
N -1.3473 4.1488 -4.7805 0.03 -0.04 -0.28
N 6.7156 -2.6197 1.2175 -0.01 -0.03 0.05
N 0.1133 -5.9429 -0.4538 -0.20 -0.38 -0.09
N -0.6612 3.0115 2.3262 -0.34 0.01 0.00
N 2.5552 3.4848 -0.1562 0.08 0.34 -0.01
N -0.2805 -11.0076 -0.3984 -0.04 -0.02 -0.02
N -5.8077 5.3183 -0.7621 -0.01 0.04 0.01
N -4.0547 1.3589 4.6855 0.01 0.03 0.02
C -0.2685 -9.2238 -3.3831 0.03 -0.09 -0.09
C 1.2437 0.4589 1.5233 0.68 -0.10 -0.65
C 0.0282 -10.1624 -1.1123 0.07 0.01 0.15
C -4.0569 1.1033 2.0874 0.08 0.18 -0.16
C -3.8943 5.6971 -2.4952 0.15 -0.14 0.00
C 5.7372 -2.8572 2.0090 0.25 0.08 -0.07
C -1.2331 -6.6089 1.6777 0.09 0.03 0.19
C 0.1108 -10.5135 -4.1007 -0.04 0.02 -0.01
C -0.4743 -6.2540 0.4816 -0.13 0.13 -0.11
C -4.0529 1.2471 3.5423 0.05 -0.12 0.06
C -0.0623 4.5550 5.6267 0.03 -0.02 -0.01
C 5.8537 5.3254 -0.3393 0.02 0.00 0.04
C 0.4083 -9.0772 -2.0151 -0.15 0.00 -0.17
C -0.3917 4.0629 2.6966 0.03 -0.04 -0.04
C -4.4441 2.4144 1.3922 -0.12 0.13 0.01
C 2.7075 0.3631 1.0058 -0.98 -0.58 -0.20
C 4.9606 -3.0877 0.0692 0.02 0.05 0.06
C -0.0066 5.3712 3.2162 0.13 0.05 0.05
C -5.8375 2.9121 1.7598 0.05 0.03 0.04
C -1.6378 4.2903 -5.8820 0.14 -0.05 0.03
C -3.5221 4.3395 -7.4906 -0.07 -0.09 0.02
C 0.8193 -7.5404 2.8565 -0.01 0.01 0.02
C 1.2131 0.2832 3.0357 -0.09 0.25 0.17
C 3.6446 3.2778 -0.4543 -0.24 -0.09 0.03
C -4.0753 2.9870 -7.0592 -0.03 0.03 0.00
C 5.0253 2.9633 -0.8079 0.11 -0.05 0.06
C -2.6072 4.9724 -2.0856 0.08 0.14 0.33
C -2.0064 4.4528 -7.2869 -0.15 0.04 -0.04
C -0.0775 -0.3227 3.5308 -0.18 0.06 0.18
C -2.0614 5.4539 -0.7465 0.02 -0.06 0.02
C 2.3578 -3.9536 -0.2736 -0.33 0.32 0.02
C -4.9633 5.4914 -1.5205 -0.15 0.05 -0.05
C 0.7589 5.2345 4.5377 -0.02 -0.02 0.12
C -0.3494 -6.5657 2.9303 0.10 -0.05 0.05
C 1.2471 -2.9152 -0.0489 0.57 0.12 0.01
C 6.0248 3.8397 -0.0471 0.02 0.10 -0.01
B 1.6598 -1.3340 0.0221 -0.96 0.02 0.39
H 3.4711 0.7666 1.6752 0.03 0.09 0.02
H 4.8687 5.6757 -0.0275 -0.02 -0.02 -0.03
H -3.9167 2.8153 -5.9938 0.04 -0.01 0.00
H -6.5999 2.1690 1.5132 0.00 -0.01 0.01
H 5.1870 1.9067 -0.5847 -0.04 -0.02 -0.03
H 0.5347 -3.0231 -0.8691 -0.21 -0.01 0.09
H 1.1908 -10.5776 -4.2473 0.00 -0.01 0.00
H -4.7608 0.3121 1.8220 0.01 -0.03 0.04
H 1.3338 1.2611 3.5135 -0.05 0.06 -0.01
H -3.7032 3.1761 1.6419 0.06 -0.04 -0.02
H -5.1474 2.9328 -7.2470 0.00 -0.01 -0.01
H 1.6740 4.6667 4.3613 0.00 0.01 -0.04
H -1.1397 0.0794 5.1337 -0.02 -0.02 -0.01
H -3.0590 0.7887 1.7749 0.00 -0.02 0.02
H -3.7386 4.5075 -8.5471 0.05 0.03 -0.01
H -2.0644 -5.9087 1.7679 -0.01 0.00 -0.03
H 2.6969 -4.4016 0.6562 0.18 0.08 0.03
H 1.4076 -7.5035 3.7732 0.00 -0.01 0.00
H 0.0147 -8.3652 -3.9932 0.00 0.04 0.05
H -4.3875 2.2574 0.3136 0.07 -0.04 0.01
H -1.6434 5.4254 -7.6214 0.03 -0.01 -0.02
H 0.1239 -8.1342 -1.5492 0.09 0.05 0.02
H -4.2474 5.3315 -3.4614 0.00 0.03 -0.01
H -0.9719 -6.7980 3.7962 -0.05 0.02 -0.03
H -1.3515 -9.1805 -3.2536 0.00 0.04 0.02
H 0.5035 4.5007 6.5569 -0.01 0.00 0.01
H -2.7638 5.2652 0.0684 -0.02 0.02 -0.01
H -0.9856 5.1039 5.8246 -0.01 0.00 0.00
H -1.8676 5.1215 -2.8670 -0.08 -0.01 0.09
H 6.6004 5.9133 0.1958 0.00 0.01 -0.01
H 0.0248 -5.5500 3.0681 -0.03 0.02 -0.02
H 0.4710 -8.5665 2.7194 0.00 0.00 -0.01
H 0.7412 -3.1717 0.8874 -0.11 -0.04 0.00
H -0.9175 0.1397 3.0071 -0.01 0.02 -0.04
H 2.6811 0.8485 0.0239 0.48 0.23 0.03
H -4.0191 5.1361 -6.9333 0.02 0.03 -0.01
H -5.9091 3.1302 2.8273 0.00 -0.06 0.02
H 1.6814 -0.8382 -1.1275 0.30 -0.05 0.06
H -0.3640 -10.5637 -5.0809 0.01 0.00 -0.01
H 5.9136 3.6597 1.0235 0.00 -0.04 0.00
H 1.4941 -9.0790 -2.1243 0.01 0.00 0.04
H -3.5964 2.1733 -7.6066 0.01 -0.01 0.01
H 7.0334 3.5244 -0.3199 -0.02 -0.06 0.00
H 0.6073 5.8682 2.4635 -0.02 0.00 -0.02
H -0.3269 3.5357 5.3424 -0.01 0.00 -0.02
H -1.4857 3.6865 -7.8640 0.02 0.00 0.00
H -6.0679 3.8268 1.2151 -0.02 -0.05 0.00
H 0.8193 1.4065 1.1878 -0.12 0.15 0.40
H 1.0584 6.2326 4.8653 0.00 0.02 -0.05
H -3.7181 6.7710 -2.5874 -0.01 0.01 0.00
H -1.8470 6.5258 -0.7699 0.00 0.00 0.00
H -2.7965 3.8990 -2.0346 0.00 -0.01 -0.07
H 5.1409 3.0965 -1.8854 0.00 -0.02 -0.01
H -0.1019 -1.3933 3.3263 -0.01 -0.02 -0.09
H -1.6482 -7.6092 1.5354 0.00 0.00 -0.01
H -1.1376 4.9264 -0.5090 0.01 0.01 0.01
H 5.7447 -2.8191 3.0830 -0.12 -0.04 0.03
H -0.9122 5.9654 3.3572 0.00 0.01 0.00
H 1.4852 -7.2935 2.0281 -0.01 0.00 -0.02
H 1.9887 -4.7666 -0.8844 0.14 -0.13 -0.13
H -0.2069 -11.3898 -3.5334 0.03 0.00 0.02
H 5.9646 5.5316 -1.4060 -0.01 0.00 0.00
H 2.0684 -0.3187 3.3544 -0.05 -0.19 -0.03
```
Positions in Å, forces in eV/Å.

- frontier orbital gap (eV) = 5.95
- 2S+1 = 1
- highest occupied orbital energy (hartree) = -0.1532
- LUMO level (eV) = 1.78
- total energy (hartree) = -2626.3553
- net charge = -1